Entry 1:
Formula: C4H6N2O
Source: OMol25
Level of theory: ωB97M-V with the def2-TZVPD basis set

Output
Energy above the lowest of the compared OMol25 structures with the same formula, charge and spin (kcal per mole): 63.8

The geometry in ORCA input format:
```
! wB97M-V def2-TZVPD RIJCOSX def2/J DEFGRID3
* xyz 0 1
O 0.667 1.218 -0.199
N -0.127 -0.711 0.109
N -2.548 -0.515 -0.091
C 2.287 -0.502 0.055
C -1.324 -0.044 -0.072
C -0.790 1.367 0.107
C 1.035 -0.007 -0.059
H -0.989 1.910 1.108
H 3.199 0.045 -0.047
H -1.095 2.128 -0.631
H -2.517 -1.495 0.097
H -0.224 -1.792 -0.345
H 2.425 -1.601 -0.031
*
```



Entry 2:
Formula: C18H44BN2O5PS
Source: OMol25
Level of theory: ωB97M-V with the def2-TZVPD basis set

The geometry in ORCA input format:
```
! wB97M-V def2-TZVPD RIJCOSX def2/J DEFGRID3
* xyz 0 1
S -4.874 1.809 0.880
P -4.223 -0.590 -1.915
O -5.086 3.148 1.294
O -5.363 1.692 -0.626
O -5.355 0.718 1.648
O -3.333 1.551 0.595
O -1.323 1.378 -2.614
N 3.451 -0.690 -4.215
N 0.914 0.180 4.468
C 4.770 -0.354 -4.726
C 0.734 1.475 3.834
C -0.186 -0.624 -0.528
C 0.367 -0.960 3.746
C -0.661 2.102 3.871
C 1.193 -1.063 6.593
C -0.502 0.867 -0.258
C -3.976 -1.448 -0.306
C -3.047 1.776 -0.809
C 3.426 -1.692 -3.163
C 5.531 -1.564 -5.243
C -6.007 -0.896 -2.221
C -1.139 -1.227 3.853
C 4.224 -1.410 -1.883
C 3.021 1.503 -2.961
C -4.298 1.222 -1.497
C 0.683 0.192 5.902
C 2.600 0.468 -4.012
B -1.594 1.322 -1.276
H -1.106 -1.205 -0.620
H -1.085 2.122 4.876
H 6.450 -1.242 -5.734
H -6.215 -1.952 -2.050
H 0.386 -0.747 -1.447
H 0.639 -0.827 2.695
H 2.516 0.977 -4.978
H -4.473 1.719 -2.453
H -1.478 -1.194 4.890
H -6.632 -0.306 -1.552
H -2.075 1.113 -3.155
H 5.814 -2.245 -4.439
H 3.779 -2.636 -3.583
H 0.411 1.461 -0.349
H 1.591 0.117 -3.774
H -1.362 1.580 3.220
H 2.405 2.399 -3.070
H 2.237 -1.244 6.335
H 1.118 -0.946 7.675
H 2.878 1.138 -1.945
H 1.441 2.168 4.301
H -3.566 -2.434 -0.524
H 5.397 0.172 -3.988
H -0.376 0.338 6.167
H 2.379 -1.861 -2.900
H -3.268 -0.914 0.325
H 0.374 -1.044 0.309
H 5.238 -1.066 -2.093
H 0.615 -1.946 6.319
H -6.257 -0.662 -3.255
H 3.744 -0.664 -1.252
H 4.927 -2.117 -5.963
H -1.364 -2.224 3.468
H -3.057 2.868 -0.958
H -1.735 -0.511 3.288
H 4.062 1.806 -3.080
H -4.906 -1.555 0.250
H 4.309 -2.328 -1.297
H -0.609 3.136 3.523
H 1.053 1.370 2.793
H 1.217 1.061 6.297
H 0.898 -1.855 4.079
H -0.878 0.948 0.764
H 4.616 0.349 -5.549
*
```



Entry 3:
Formula: C2H5N
Source: OMol25
Level of theory: ωB97M-V with the def2-TZVPD basis set

Output
Energy above the lowest of the compared OMol25 structures with the same formula, charge and spin (kcal per mole): 0.0

The geometry in ORCA input format:
```
! wB97M-V def2-TZVPD RIJCOSX def2/J DEFGRID3
* xyz 0 3
N -0.149 -0.843 0.324
C 0.984 -0.060 0.087
C -1.294 -0.047 -0.005
H 1.521 0.065 1.015
H -2.307 -0.373 0.052
H 1.569 -0.541 -0.686
H 0.735 0.878 -0.327
H -1.059 0.922 -0.460
*
```



Entry 4:
Formula: C4H12NO2
Source: OMol25
Level of theory: ωB97M-V with the def2-TZVPD basis set

Output
Energy above the lowest of the compared OMol25 structures with the same formula, charge and spin (kcal per mole): 44.6

The geometry in ORCA input format:
```
! wB97M-V def2-TZVPD RIJCOSX def2/J DEFGRID3
* xyz -1 1
O 0.897 -0.696 1.576
O 1.339 -2.171 -0.376
N -0.943 -0.364 -0.690
C -0.768 0.504 0.427
C -0.243 0.218 -1.926
C 0.640 0.571 1.176
C -1.172 2.087 -0.009
H 0.480 1.134 2.072
H -1.533 2.499 0.990
H -0.218 -0.539 -2.636
H 1.544 0.936 0.713
H 0.579 -2.713 -0.089
H -1.477 0.054 1.154
H -0.810 1.045 -2.323
H 1.242 -1.332 0.360
H -1.917 1.905 -0.691
H -0.311 2.600 -0.330
H 0.738 0.766 -1.623
H -0.348 -1.158 -0.376
*
```



The F_max results, record by record, are as follows: 8.230; 0.525; 2.337; 5.756 eV Å⁻¹.
The total energy results, record by record, are as follows: -340.693278; -1962.341282; -133.768908; -364.784432 Eh.